Entry 1:
{"formula": "C5H7NO2", "method": "the ωB97M-V functional and the def2-TZVPD basis", "spin_multiplicity": 1, "total_charge": 0, "gap_ha": 0.35076, "smiles": "O=C1CN[C@H]2C[C@]12O", "homo_energy_ev": -9.12, "lumo_energy_ev": 0.42, "energy_ev": -10877.9920, "symbols": ["C", "C", "C", "C", "C", "H", "H", "H", "H", "H", "H", "H", "N", "O", "O"], "positions_angstrom": [[-0.476, -0.245, -0.541], [-0.742, -1.808, -0.527], [0.189, -1.151, 0.443], [0.963, 0.940, 0.973], [0.567, 0.849, -0.578], [-2.334, 0.128, -1.001], [-0.166, -2.529, -1.110], [-1.803, -2.004, -0.495], [1.270, -1.393, 0.171], [0.766, -0.682, 2.433], [0.580, 1.931, 1.444], [2.052, 0.898, 1.097], [0.190, -0.246, 1.672], [-1.691, 0.323, -0.035], [1.103, 1.409, -1.572]], "lowdin_charge": [-0.414, 0.042, -0.260, -0.075, -0.251, 0.245, 0.103, 0.100, 0.167, 0.109, 0.140, 0.109, -0.004, -0.069, 0.059]}



Entry 2:
{"formula": "C5H7NO2S", "method": "the ωB97M-V functional and the def2-TZVPD basis", "spin_multiplicity": 1, "total_charge": 0, "gap_ha": 0.27927, "homo_energy_ev": -7.22, "lumo_energy_ev": 0.38, "energy_ev": -21715.5293, "symbols": ["C", "C", "C", "C", "C", "N", "O", "O", "S", "H", "H", "H", "H", "H", "H", "H"], "positions_angstrom": [[-1.526, -1.456, 0.251], [-1.862, -0.351, -0.615], [-0.283, -1.173, 0.796], [-0.738, 0.435, -0.702], [1.818, 0.899, 0.589], [0.212, -0.104, 0.156], [0.573, -1.835, 1.598], [-0.438, 1.541, -1.407], [2.770, 0.919, -0.895], [-2.296, -1.963, 0.780], [-2.786, -0.173, -1.298], [1.284, 1.820, 0.775], [2.397, 0.610, 1.406], [0.172, -2.691, 1.928], [-0.977, 2.281, -1.173], [1.784, 1.343, -1.865]], "lowdin_charge": [-0.067, -0.055, -0.428, -0.426, -0.344, 0.074, 0.052, 0.022, 0.704, 0.079, 0.133, 0.047, 0.023, 0.146, 0.103, -0.064]}



Entry 3:
{"formula": "C5H7NO2S", "method": "the ωB97M-V functional and the def2-TZVPD basis", "spin_multiplicity": 1, "total_charge": 0, "gap_ha": 0.34072, "homo_energy_ev": -8.70, "lumo_energy_ev": 0.58, "energy_ev": -21711.3402, "symbols": ["C", "C", "C", "C", "C", "N", "O", "O", "S", "H", "H", "H", "H", "H", "H", "H"], "positions_angstrom": [[2.578, 2.115, 0.982], [1.455, 2.301, 1.393], [-1.678, 0.171, -1.248], [-0.250, -1.643, -1.319], [-0.523, -0.527, -0.451], [-0.364, -0.475, 0.838], [-0.771, 0.277, 1.689], [0.447, -1.497, 1.348], [-1.552, -1.017, -2.593], [3.536, 1.941, 0.591], [0.340, -1.596, 2.377], [0.524, 2.489, 1.863], [-2.495, 0.357, -0.719], [-1.340, 1.221, -1.682], [0.653, -1.444, -1.853], [-0.561, -2.673, -1.214]], "lowdin_charge": [0.006, -0.008, -0.401, -0.311, -0.302, -0.309, -0.006, 0.026, 0.821, 0.001, 0.183, 0.013, 0.019, 0.118, 0.070, 0.080]}



Entry 4:
{"formula": "C5H7NO3", "method": "the ωB97M-V functional and the def2-TZVPD basis", "spin_multiplicity": 1, "total_charge": 0, "gap_ha": 0.34989, "homo_energy_ev": -9.03, "lumo_energy_ev": 0.49, "energy_ev": -12929.0107, "symbols": ["C", "C", "C", "C", "N", "C", "O", "O", "O", "H", "H", "H", "H", "H", "H", "H"], "positions_angstrom": [[-0.947, -0.928, -1.645], [-0.456, -0.030, 1.707], [0.044, 1.177, 0.862], [0.281, -0.842, -0.839], [0.075, 2.351, 1.465], [1.489, -1.336, -0.944], [-0.452, -1.081, 1.009], [-0.779, 0.186, 2.869], [0.375, 0.981, -0.321], [-0.220, 2.375, 2.433], [0.377, 3.186, 0.988], [-1.782, -1.299, -1.053], [-1.207, 0.043, -2.069], [-0.759, -1.625, -2.466], [1.680, -2.034, -1.751], [2.282, -1.123, -0.244]], "lowdin_charge": [-0.035, -0.545, -0.339, -0.205, 0.224, 0.041, 0.037, 0.057, 0.075, 0.123, 0.131, 0.092, 0.091, 0.098, 0.077, 0.076]}



Entry 5:
{"formula": "C5H7NO3", "method": "the ωB97M-V functional and the def2-TZVPD basis", "spin_multiplicity": 1, "total_charge": 0, "gap_ha": 0.39082, "smiles": "O=C(O)[C@@]12NCC[C@@H]1O2", "homo_energy_ev": -9.89, "lumo_energy_ev": 0.75, "energy_ev": -12928.1481, "symbols": ["C", "C", "C", "C", "C", "N", "O", "O", "O", "H", "H", "H", "H", "H", "H", "H"], "positions_angstrom": [[-2.203, 0.565, -0.084], [1.593, 0.123, 0.749], [1.371, -0.308, -0.794], [0.228, 0.596, 1.075], [-0.876, 0.103, 0.324], [0.005, -0.801, -0.928], [-2.972, 1.039, 0.688], [-2.519, 0.226, -1.352], [-0.588, -0.441, 1.527], [1.861, -0.919, 1.158], [2.413, 0.875, 0.966], [1.330, 0.541, -1.468], [2.018, -1.117, -1.376], [0.263, 1.503, 1.768], [-1.781, -0.233, -1.829], [-0.143, -1.751, -0.424]], "lowdin_charge": [-0.460, -0.094, -0.237, -0.260, -0.249, -0.014, 0.168, 0.111, 0.097, 0.141, 0.126, 0.094, 0.149, 0.181, 0.111, 0.135]}



Entry 6:
{"formula": "C5H7NO3", "method": "the ωB97M-V functional and the def2-TZVPD basis", "spin_multiplicity": 1, "total_charge": 0, "gap_ha": 0.36762, "homo_energy_ev": -9.41, "lumo_energy_ev": 0.60, "energy_ev": -12927.6546, "symbols": ["C", "C", "C", "C", "C", "N", "O", "O", "O", "H", "H", "H", "H", "H", "H", "H"], "positions_angstrom": [[2.420, 0.311, -0.074], [0.087, 1.515, -0.188], [1.180, -1.330, 0.731], [1.063, 0.591, 0.392], [-1.358, 1.125, -0.019], [2.509, -1.059, 0.300], [3.116, 0.996, -0.783], [0.587, 1.681, 1.107], [0.301, -2.039, 0.016], [0.327, 2.215, -1.003], [1.117, -1.485, 1.816], [-1.711, 0.815, -1.066], [-1.952, 2.045, 0.276], [-1.551, 0.420, 0.776], [3.251, -1.746, 0.190], [-0.292, -1.413, -0.513]], "lowdin_charge": [-0.405, -0.281, -0.263, -0.168, -0.052, 0.111, 0.111, 0.061, 0.010, 0.162, 0.140, 0.105, 0.101, 0.080, 0.151, 0.136]}



Entry 7:
{"formula": "C5H7NOS", "method": "the ωB97M-V functional and the def2-TZVPD basis", "spin_multiplicity": 1, "total_charge": 0, "gap_ha": 0.35642, "smiles": "CSC1=NCC=CO1", "homo_energy_ev": -8.92, "lumo_energy_ev": 0.78, "energy_ev": -19669.3664, "symbols": ["C", "C", "C", "C", "C", "N", "O", "S", "H", "H", "H", "H", "H", "H", "H"], "positions_angstrom": [[0.029, 0.047, -2.310], [-0.840, 0.169, -1.272], [0.710, -0.668, 0.339], [1.522, -0.275, -1.892], [-0.995, -0.945, 2.706], [1.690, -0.692, -0.427], [-0.572, -0.169, 0.062], [0.740, -0.854, 2.112], [-0.274, 0.047, -3.447], [-1.925, 0.397, -1.379], [1.915, -1.128, -2.499], [2.144, 0.609, -2.160], [-1.449, 0.034, 2.493], [-0.853, -1.027, 3.739], [-1.525, -1.766, 2.252]], "lowdin_charge": [-0.060, -0.128, -0.692, -0.165, -0.360, 0.058, -0.117, 0.915, 0.135, 0.125, 0.103, 0.104, 0.042, 0.002, 0.039]}



Entry 8:
{"formula": "C5H7NOS", "method": "the ωB97M-V functional and the def2-TZVPD basis", "spin_multiplicity": 1, "total_charge": 0, "gap_ha": [0.27435, 0.27980], "homo_energy_ev": [-8.34, -8.21], "lumo_energy_ev": [-0.87, -0.60], "energy_ev": -19667.6173, "symbols": ["C", "C", "C", "C", "C", "N", "O", "S", "H", "H", "H", "H", "H", "H", "H"], "positions_angstrom": [[-1.287, 0.175, 0.881], [-1.621, -2.804, -0.405], [-0.153, -0.242, 0.198], [0.989, 1.689, -0.825], [1.094, 0.468, 0.103], [-2.159, 0.734, 1.388], [1.493, 0.780, 1.482], [-0.191, -1.815, -0.475], [-2.508, -2.358, 0.029], [-1.430, -3.781, -0.834], [1.092, 1.386, -1.831], [1.778, 2.308, -0.597], [-0.063, 2.067, -0.894], [1.899, -0.211, -0.152], [1.066, 1.605, 1.931]], "lowdin_charge": [-0.293, -0.293, -0.556, -0.015, -0.463, 0.170, -0.082, 1.024, 0.004, -0.007, 0.067, 0.055, 0.109, 0.129, 0.148]}



Entry 9:
{"formula": "C5H7NOS", "method": "the ωB97M-V functional and the def2-TZVPD basis", "spin_multiplicity": 1, "total_charge": 0, "gap_ha": 0.30076, "homo_energy_ev": -8.57, "lumo_energy_ev": -0.38, "energy_ev": -19665.3289, "symbols": ["C", "C", "C", "C", "C", "H", "H", "H", "H", "H", "H", "H", "N", "O", "S"], "positions_angstrom": [[1.924, 0.598, 0.173], [1.251, -0.805, 0.218], [-0.318, -0.640, 0.621], [-1.464, -1.232, -0.135], [-1.331, 1.287, -0.470], [0.919, 1.712, 0.195], [1.397, -1.195, -0.753], [1.760, -1.544, 0.877], [-0.489, 0.068, 1.546], [-2.385, -0.929, 0.278], [-1.075, -1.982, -0.862], [-1.929, 1.979, -1.343], [-0.792, 0.016, -0.622], [-1.062, 2.150, 0.460], [3.594, 0.517, -0.182]], "lowdin_charge": [-0.586, -0.264, -0.219, -0.009, -0.279, 0.206, 0.073, 0.104, 0.169, 0.105, 0.137, 0.184, -0.090, -0.097, 0.565]}



Entry 10:
{"formula": "C5H7NOS2", "method": "the ωB97M-V functional and the def2-TZVPD basis", "spin_multiplicity": 1, "total_charge": 0, "gap_ha": 0.30437, "smiles": "CON1C(=S)C=C[C@@H]1S", "homo_energy_ev": -8.85, "lumo_energy_ev": -0.56, "energy_ev": -30502.7245, "symbols": ["C", "C", "C", "C", "C", "N", "O", "S", "S", "H", "H", "H", "H", "H", "H", "H"], "positions_angstrom": [[-0.423, -1.931, -0.826], [0.812, -1.503, -1.030], [-1.218, -1.000, -0.085], [0.943, -0.164, -0.451], [-0.770, 2.233, 0.539], [-0.290, 0.158, 0.040], [-0.395, 1.011, 1.137], [-2.764, -1.056, 0.348], [2.356, -0.287, 0.825], [-0.710, -2.852, -1.011], [1.591, -1.889, -1.587], [1.419, 0.573, -1.027], [-1.746, 2.350, 0.154], [-0.050, 2.499, -0.113], [-0.706, 3.078, 1.364], [1.952, -1.220, 1.722]], "lowdin_charge": [-0.083, -0.064, -0.743, -0.586, -0.082, -0.173, -0.124, 0.734, 0.748, 0.065, 0.098, 0.089, 0.073, 0.040, 0.138, -0.131]}